Density functional theory data (wB97M-V/def2-TZVPD) for C21H43AlBBr3Cl2F8K3N3O9P as an isolated structure in a non-equilibrium geometry.

Spin multiplicity ... 1
Energy ... -13517.1007 a.u.
Frontier orbital gap ... 1.709 eV
Net charge ... +1
LUMO energy ... -4.9 eV

Element x y z (Å)
C  0.903381  -0.230509  2.176529
C  0.389109  0.226906  0.687180
N  0.732943  -0.508380  -0.423833
C  -0.602170  1.541717  0.398006
O  -1.208785  1.883974  1.693964
C  -2.614275  2.301285  1.562658
O  -3.024972  3.408418  0.884003
N  -3.669346  1.473031  2.266505
P  -4.075065  -0.024910  1.381860
O  -5.213066  -0.794054  2.219378
O  -4.725683  0.379062  -0.220634
O  -2.682529  -1.033909  1.082310
H  0.305943  -1.230285  2.437852
H  2.080844  -0.412246  2.244960
H  0.650552  0.522612  3.040375
H  1.353885  -1.310787  -0.150944
H  -1.361192  1.357921  -0.473660
H  0.113837  2.411461  0.054241
H  -4.498309  2.085616  2.434052
H  -5.406696  -0.348507  -0.365679
H  -2.212285  -1.299288  1.926791
F  1.960652  3.911039  5.877877
Al  0.993315  3.443927  4.432309
F  -0.418716  4.550232  4.271819
F  0.410543  1.750400  4.621622
F  2.020728  3.564021  2.958083
C  -7.473779  -3.177909  -0.315604
Br  -5.608646  -3.575960  -0.699014
Br  -7.899503  -3.445365  1.563582
Br  -7.974683  -1.399833  -0.925370
H  -8.076867  -3.892852  -0.884960
K  -7.076867  -3.629846  -2.845026
K  -7.076867  -5.701721  0.773724
C  -2.899390  -9.411906  0.256630
C  -2.307553  -8.830044  -0.986011
O  -3.389889  -8.839724  -1.897368
C  -4.534806  -8.841980  -1.153852
O  -5.653668  -8.680091  -1.611700
O  -4.264178  -9.047921  0.168200
H  -2.447145  -9.002923  1.164290
H  -2.825877  -10.504139  0.283181
H  -1.972639  -7.796896  -0.845525
H  -1.473526  -9.425223  -1.367874
B  -10.976862  -7.991578  -0.878045
F  -11.928988  -6.912581  -1.085443
F  -9.728100  -7.445352  -0.372216
F  -11.517796  -8.936834  0.085068
F  -10.732591  -8.671518  -2.139727
C  2.326614  -4.031990  -1.765811
Cl  1.506512  -5.597133  -1.714760
Cl  2.397698  -3.298406  -0.159015
H  3.344422  -4.175457  -2.136669
H  1.779816  -3.365481  -2.437210
C  -7.945572  -10.207132  -3.012559
O  -8.515998  -11.385974  -3.211206
H  -7.103600  -9.935450  -3.671900
H  -8.583300  -9.312855  -3.116855
H  -7.496469  -10.023282  -2.021700
K  -4.628988  -1.679835  4.022466
C  4.456764  2.689492  1.093024
C  4.537007  4.201123  1.245429
C  3.862342  4.965573  0.104691
C  4.619679  5.150065  -1.212113
N  5.877536  6.065898  -1.211004
C  7.171861  5.305738  -0.904317
C  7.477991  4.516441  -2.168322
C  6.942628  5.344926  -3.319390
C  6.152754  6.482876  -2.698544
C  5.696416  7.379831  -0.412515
C  6.018476  7.318528  1.084203
C  4.887442  7.850141  1.959475
H  4.901493  2.354176  0.151220
H  4.996395  2.208324  1.914549
H  3.417591  2.348399  1.134685
H  5.577075  4.474169  1.370343
H  4.035288  4.470296  2.180955
H  3.526988  5.943484  0.455481
H  2.929809  4.435970  -0.139990
H  3.917334  5.621682  -1.909836
H  4.898602  4.182907  -1.637877
H  7.952900  6.049054  -0.709586
H  7.041799  4.659702  -0.038170
H  6.973900  3.542970  -2.147987
H  8.548272  4.312176  -2.270617
H  6.309591  4.739520  -3.976575
H  7.756455  5.741264  -3.937376
H  5.207035  6.704848  -3.201054
H  6.774492  7.385520  -2.689941
H  4.683208  7.738017  -0.624918
H  6.395981  8.105767  -0.844392
H  6.883741  7.970751  1.264400
H  6.330615  6.336525  1.432170
H  4.481592  8.786019  1.563397
H  5.249620  8.038988  2.974420
H  4.065771  7.135281  2.046735

Forces on the atoms, in the same order (eV/Å):
C -0.57 0.26 0.47
C 0.98 -2.41 -3.03
N -1.27 2.77 4.57
C 2.26 -0.45 -0.76
O -4.76 0.27 -1.15
C -0.39 5.81 -3.46
O 2.95 -7.70 4.65
N 1.74 -1.00 -2.54
P -2.98 -1.27 -0.40
O 3.32 3.86 -5.51
O 1.36 -2.06 3.91
O -2.56 2.33 1.63
H 1.49 1.91 -0.62
H -2.71 0.24 -0.56
H 0.39 -1.22 -1.80
H -0.75 1.22 -0.05
H 1.36 0.08 1.89
H -1.52 -1.58 0.84
H 0.65 -0.70 -0.49
H 0.82 1.01 0.15
H -0.55 0.72 -1.22
F -1.24 -0.70 -2.06
Al -0.07 0.64 0.70
F 1.77 -1.57 0.05
F 0.59 1.76 -0.37
F -1.15 -0.26 1.44
C -1.66 0.68 0.73
Br 4.28 -0.34 1.29
Br -1.55 2.97 2.09
Br -0.45 1.05 -0.27
H -0.54 -0.15 0.47
K -1.17 -0.35 -3.80
K 0.47 -4.75 -0.78
C 0.65 -0.57 0.90
C 1.11 0.13 -0.23
O -1.02 -0.04 0.40
C -2.13 0.17 -1.15
O 2.54 0.10 1.19
O -0.47 0.41 -0.78
H -0.24 -0.06 -0.09
H -0.03 0.13 -0.02
H -0.02 -0.05 -0.01
H -0.23 0.13 -0.09
B -1.34 -0.97 -0.38
F 1.35 -1.00 0.29
F -0.22 0.13 -0.16
F 0.91 1.40 -1.14
F -0.06 1.08 1.56
C 0.10 0.12 -0.44
Cl 0.02 0.03 -0.09
Cl 0.27 -0.27 0.08
H -0.26 -0.04 0.23
H 0.05 -0.17 0.28
C 1.33 -0.29 0.03
O 0.05 0.61 0.04
H 0.07 -0.29 -0.77
H -0.97 0.20 0.09
H -0.58 -0.29 0.62
K 0.64 -1.63 3.50
C -0.01 -0.13 0.05
C -0.34 -0.19 0.21
C 0.18 0.23 0.23
C -0.18 0.25 0.12
N 0.16 0.56 -1.03
C -0.28 0.08 0.13
C 0.11 -0.66 0.23
C -0.18 -0.05 -0.89
C -0.09 0.04 0.49
C 0.38 -0.51 -0.15
C 0.06 0.48 0.39
C -0.21 -0.14 0.24
H 0.02 -0.07 -0.02
H -0.09 -0.01 -0.15
H 0.13 0.10 0.00
H 0.26 0.20 -0.01
H 0.02 -0.04 -0.17
H 0.05 0.01 -0.05
H 0.23 0.09 -0.13
H 0.31 0.00 0.05
H 0.28 0.20 0.04
H -0.28 -0.03 0.06
H -0.05 0.24 0.01
H 0.17 0.17 0.12
H -0.20 0.08 0.18
H 0.15 0.11 0.10
H -0.26 -0.01 0.11
H 0.17 -0.01 0.27
H -0.32 -0.18 0.29
H 0.13 -0.23 0.10
H -0.26 -0.37 -0.22
H -0.08 -0.21 -0.17
H -0.13 -0.08 -0.17
H 0.09 -0.06 0.07
H -0.06 0.00 -0.18
H 0.05 0.10 -0.02